{
  "formula": "C43H36FeOP",
  "method": "ωB97M-V/def2-TZVPD",
  "orbital_gap_ev": [3.37, 4.69],
  "total_charge": -2,
  "spin_multiplicity": 6,
  "max_force_ev_per_a": 2.291,
  "elements": ["C", "C", "C", "C", "P", "C", "C", "C", "C", "C", "C", "C", "C", "C", "C", "C", "C", "C", "C", "O", "C", "C", "C", "C", "C", "C", "C", "C", "H", "H", "H", "H", "H", "H", "H", "H", "H", "H", "H", "H", "H", "H", "H", "H", "H", "H", "H", "H", "H", "C", "C", "C", "C", "C", "Fe", "C", "C", "C", "C", "C", "C", "C", "C", "C", "C", "C", "C", "H", "H", "H", "H", "H", "H", "H", "H", "H", "H", "H", "H", "H", "H", "H"],
  "coordinates": [[0.635, -4.131, 3.323], [0.172, -3.975, 2.012], [-0.135, -2.698, 1.529], [0.059, -1.572, 2.346], [-0.366, 0.089, 1.774], [-1.519, 0.851, 2.946], [-2.193, 2.046, 2.621], [-3.084, 2.629, 3.524], [-3.296, 2.048, 4.777], [-2.638, 0.862, 5.110], [-1.792, 0.252, 4.185], [1.167, 1.016, 1.974], [1.156, 2.353, 2.397], [2.360, 3.035, 2.564], [3.570, 2.397, 2.266], [3.579, 1.076, 1.800], [2.376, 0.390, 1.645], [-0.781, -0.032, 0.075], [-2.148, 0.028, -0.381], [-2.419, 0.307, -1.572], [-3.282, -0.237, 0.618], [-3.274, -1.291, 1.545], [-4.309, -1.450, 2.469], [-5.379, -0.550, 2.474], [-5.423, 0.484, 1.534], [-4.400, 0.614, 0.592], [0.597, -1.733, 3.633], [0.831, -3.012, 4.140], [0.845, -5.129, 3.705], [0.038, -4.847, 1.364], [-0.527, -2.571, 0.516], [-2.048, 2.509, 1.642], [-3.629, 3.536, 3.240], [-3.983, 2.506, 5.487], [-2.793, 0.390, 6.084], [-1.376, -0.723, 4.428], [0.209, 2.849, 2.602], [2.349, 4.066, 2.924], [4.510, 2.931, 2.390], [4.517, 0.571, 1.555], [2.364, -0.636, 1.274], [0.021, 0.108, -0.655], [-2.420, -1.967, 1.580], [-4.247, -2.246, 3.214], [-6.164, -0.647, 3.226], [-6.230, 1.218, 1.552], [-4.428, 1.426, -0.136], [0.795, -0.854, 4.251], [1.162, -3.126, 5.173], [0.960, 2.683, -5.935], [2.036, 2.225, -5.072], [1.574, 2.315, -3.695], [0.210, 2.803, -3.711], [-0.167, 3.039, -5.095], [0.399, 1.159, -4.809], [-1.163, -0.076, -4.685], [-0.494, -0.201, -5.965], [0.894, -0.514, -5.713], [1.110, -0.620, -4.260], [2.400, -0.609, -3.639], [2.827, -1.325, -2.508], [4.192, -1.210, -2.108], [4.677, -1.908, -1.016], [3.810, -2.692, -0.240], [2.466, -2.805, -0.613], [1.963, -2.131, -1.719], [-0.193, -0.350, -3.651], [1.028, 2.827, -7.008], [3.042, 1.981, -5.400], [2.165, 2.144, -2.797], [-0.391, 3.033, -2.833], [-1.095, 3.496, -5.430], [-2.226, 0.079, -4.523], [-0.951, -0.152, -6.950], [1.671, -0.731, -6.443], [3.179, -0.066, -4.188], [4.830, -0.534, -2.680], [5.729, -1.824, -0.745], [4.174, -3.160, 0.676], [1.793, -3.409, -0.008], [0.907, -2.197, -1.986], [-0.390, -0.431, -2.588]]
}


{
  "formula": "C43H36N3O8P4S2Ti",
  "method": "ωB97M-V/def2-TZVPD",
  "orbital_gap_ev": [5.51, 5.51],
  "de_lowest_ev": 3.650,
  "total_charge": -1,
  "max_force_ev_per_a": 1.583,
  "elements": ["Ti", "S", "C", "S", "C", "C", "N", "C", "N", "C", "C", "O", "P", "O", "O", "O", "P", "O", "O", "O", "H", "H", "H", "H", "H", "H", "H", "O", "C", "C", "C", "C", "C", "C", "C", "P", "C", "C", "C", "C", "C", "C", "C", "C", "C", "C", "C", "C", "H", "H", "H", "H", "H", "H", "H", "H", "H", "H", "H", "H", "H", "H", "N", "P", "C", "C", "C", "C", "C", "C", "C", "C", "C", "C", "C", "C", "C", "C", "C", "C", "C", "C", "H", "H", "H", "H", "H", "H", "H", "H", "H", "H", "H", "H", "H", "H", "H"],
  "coordinates": [[10.609, 15.312, 12.320], [11.803, 15.393, 14.875], [13.339, 14.830, 14.224], [13.221, 13.611, 12.806], [14.536, 14.288, 15.195], [14.374, 14.701, 16.596], [14.324, 15.058, 17.692], [14.939, 12.897, 15.194], [15.383, 11.836, 15.248], [6.325, 15.611, 10.152], [6.985, 15.612, 11.534], [5.994, 15.907, 12.550], [8.101, 17.083, 11.711], [8.420, 17.614, 10.253], [7.184, 18.229, 12.347], [9.324, 16.910, 12.546], [7.760, 13.973, 12.029], [6.651, 13.398, 13.112], [7.715, 13.049, 10.880], [8.933, 14.301, 12.916], [6.017, 16.649, 9.907], [5.485, 14.918, 10.136], [7.036, 15.279, 9.409], [6.058, 15.212, 13.217], [8.909, 16.855, 9.871], [6.386, 17.822, 12.726], [6.146, 12.725, 12.670], [9.697, 15.221, 10.461], [10.929, 15.713, 10.589], [11.614, 16.463, 9.579], [11.309, 16.452, 8.198], [12.112, 17.122, 7.305], [13.229, 17.848, 7.748], [13.555, 17.833, 9.100], [12.781, 17.136, 10.011], [12.931, 16.982, 11.806], [12.910, 18.693, 12.357], [11.717, 19.187, 12.858], [11.575, 20.498, 13.320], [12.723, 21.280, 13.365], [13.940, 20.783, 12.906], [14.037, 19.501, 12.419], [14.481, 16.326, 12.365], [14.382, 15.969, 13.804], [15.549, 15.239, 14.429], [16.524, 14.624, 13.460], [16.522, 15.009, 12.176], [15.489, 15.894, 11.596], [10.449, 15.897, 7.841], [11.930, 17.049, 6.242], [13.867, 18.375, 7.040], [14.415, 18.420, 9.429], [10.846, 18.560, 12.885], [10.637, 20.880, 13.701], [12.680, 22.289, 13.734], [14.815, 21.408, 13.002], [15.027, 19.099, 12.169], [14.083, 16.851, 14.392], [16.113, 15.820, 15.179], [17.216, 13.865, 13.779], [17.265, 14.545, 11.526], [15.498, 16.111, 10.521], [11.622, 13.042, 12.767], [11.275, 11.711, 13.543], [11.066, 11.915, 15.329], [12.084, 11.643, 16.228], [12.049, 12.145, 17.510], [10.992, 12.894, 17.977], [9.948, 13.154, 17.087], [10.013, 12.702, 15.781], [12.412, 10.330, 13.231], [12.223, 9.144, 13.953], [12.919, 7.994, 13.611], [13.781, 8.001, 12.523], [13.942, 9.178, 11.804], [13.262, 10.333, 12.150], [9.707, 10.949, 12.976], [9.616, 10.669, 11.605], [8.549, 9.961, 11.129], [7.570, 9.452, 11.990], [7.647, 9.752, 13.344], [8.717, 10.506, 13.817], [12.954, 11.089, 15.900], [12.912, 11.948, 18.140], [10.975, 13.314, 18.976], [9.119, 13.804, 17.368], [9.296, 13.077, 15.055], [11.555, 9.123, 14.810], [12.711, 7.054, 14.147], [14.293, 7.075, 12.278], [14.642, 9.225, 10.993], [13.402, 11.221, 11.538], [10.391, 11.026, 10.928], [8.487, 9.827, 10.058], [6.733, 8.912, 11.583], [6.848, 9.446, 14.004], [8.762, 10.747, 14.867]]
}


{
  "formula": "C43H36N6PtS4",
  "method": "ωB97M-V/def2-TZVPD",
  "orbital_gap_ev": [6.15, 5.72],
  "de_lowest_ev": 0.021,
  "total_charge": 2,
  "spin_multiplicity": 3,
  "max_force_ev_per_a": 0.294,
  "elements": ["Pt", "S", "C", "C", "C", "C", "C", "C", "N", "C", "C", "C", "C", "C", "C", "C", "C", "N", "C", "C", "C", "C", "C", "S", "C", "H", "H", "H", "H", "H", "H", "H", "H", "H", "H", "H", "H", "S", "C", "N", "C", "C", "N", "C", "C", "C", "C", "C", "C", "C", "C", "S", "C", "C", "C", "C", "C", "C", "C", "H", "H", "H", "H", "H", "H", "H", "H", "H", "H", "H", "H", "H", "H", "H", "H", "H", "H", "N", "C", "C", "C", "C", "C", "N", "H", "H", "H", "H", "H", "H"],
  "coordinates": [[0.438, -0.218, -0.687], [7.265, -2.037, -1.267], [8.087, -1.045, -2.379], [7.250, -0.166, -2.998], [5.916, -0.288, -2.543], [5.764, -1.259, -1.587], [4.539, -1.653, -0.893], [3.363, -0.903, -1.093], [2.219, -1.201, -0.508], [2.157, -2.249, 0.357], [3.263, -3.052, 0.614], [3.110, -4.154, 1.530], [1.930, -4.398, 2.138], [0.784, -3.559, 1.898], [-0.464, -3.743, 2.509], [-1.518, -2.888, 2.241], [-1.275, -1.833, 1.341], [-0.110, -1.644, 0.755], [0.918, -2.492, 1.013], [-2.836, -3.044, 2.855], [-3.241, -4.000, 3.745], [-4.593, -3.855, 4.141], [-5.195, -2.791, 3.544], [-4.133, -1.961, 2.501], [4.464, -2.736, -0.037], [9.148, -1.169, -2.526], [7.579, 0.542, -3.743], [5.110, 0.327, -2.918], [3.351, -0.043, -1.745], [3.967, -4.786, 1.722], [1.826, -5.230, 2.822], [-0.591, -4.568, 3.198], [-2.057, -1.123, 1.103], [-2.602, -4.788, 4.117], [-5.094, -4.510, 4.837], [-6.211, -2.449, 3.662], [5.335, -3.355, 0.141], [1.451, 1.755, 0.481], [1.304, 2.968, -0.764], [1.521, 4.253, -0.440], [1.668, 5.232, -1.510], [0.655, 4.951, -2.593], [0.753, 3.560, -3.023], [0.724, 3.316, -4.472], [2.025, 3.724, -5.121], [2.104, 4.907, -5.846], [3.308, 5.309, -6.409], [4.441, 4.527, -6.251], [4.367, 3.338, -5.536], [3.166, 2.939, -4.973], [1.019, 2.615, -2.105], [1.037, 0.932, -2.594], [1.612, 4.764, 0.928], [0.439, 5.661, 1.248], [-0.859, 5.234, 0.980], [-1.941, 6.047, 1.277], [-1.733, 7.296, 1.849], [-0.444, 7.726, 2.117], [0.640, 6.912, 1.813], [2.686, 5.193, -1.909], [1.490, 6.222, -1.092], [0.851, 5.591, -3.451], [-0.357, 5.150, -2.229], [-0.100, 3.902, -4.881], [0.499, 2.266, -4.643], [1.215, 5.512, -5.991], [3.357, 6.228, -6.978], [5.378, 4.836, -6.695], [5.246, 2.716, -5.432], [3.108, 2.000, -4.432], [2.549, 5.315, 1.029], [1.656, 3.921, 1.615], [-1.023, 4.259, 0.529], [-2.948, 5.712, 1.064], [-2.576, 7.933, 2.082], [-0.277, 8.700, 2.559], [1.647, 7.255, 2.021], [-1.902, -0.911, -2.561], [-2.361, 0.000, -1.650], [-3.720, 0.324, -1.560], [-4.149, 1.204, -0.599], [-3.221, 1.779, 0.273], [-1.907, 1.421, 0.146], [-1.476, 0.533, -0.781], [-2.581, -1.232, -3.234], [-0.996, -0.718, -2.964], [-4.412, -0.120, -2.262], [-5.199, 1.455, -0.527], [-3.516, 2.481, 1.038], [-1.138, 1.813, 0.796]]
}


{
  "formula": "C43H36NO3P2PmS",
  "method": "ωB97M-V/def2-TZVPD",
  "orbital_gap_ev": [7.07, 7.30],
  "total_charge": 2,
  "spin_multiplicity": 5,
  "max_force_ev_per_a": 1.757,
  "elements": ["C", "C", "C", "C", "C", "C", "P", "C", "C", "C", "C", "C", "C", "Pm", "P", "C", "C", "C", "C", "C", "C", "C", "C", "C", "C", "C", "C", "C", "C", "C", "C", "C", "C", "C", "C", "C", "C", "C", "C", "H", "H", "H", "H", "H", "H", "H", "H", "H", "H", "H", "H", "H", "H", "H", "H", "H", "H", "H", "H", "H", "H", "H", "H", "H", "H", "H", "H", "H", "H", "H", "H", "O", "S", "O", "N", "C", "O", "C", "C", "C", "C", "C", "C", "H", "H", "H", "H"],
  "coordinates": [[0.707, -1.086, -3.142], [-0.322, -1.515, -2.290], [-1.612, -1.665, -2.813], [-1.857, -1.446, -4.163], [-0.820, -1.061, -5.006], [0.460, -0.864, -4.490], [-0.020, -1.666, -0.496], [-1.281, -2.916, -0.046], [-2.381, -2.530, 0.741], [-3.388, -3.450, 1.024], [-3.298, -4.758, 0.528], [-2.199, -5.145, -0.246], [-1.187, -4.224, -0.520], [0.266, 0.483, 1.577], [0.064, 1.851, -0.891], [-1.345, 1.886, -1.999], [-1.165, 2.234, -3.340], [-2.272, 2.270, -4.182], [-3.535, 1.919, -3.703], [-3.704, 1.517, -2.374], [-2.612, 1.492, -1.517], [-0.093, 3.290, 0.257], [0.867, 3.465, 1.290], [0.584, 4.314, 2.367], [-0.588, 5.072, 2.359], [-1.491, 4.979, 1.296], [-1.251, 4.086, 0.250], [1.664, 2.108, -1.676], [2.724, 1.196, -1.488], [3.967, 1.482, -2.043], [4.155, 2.665, -2.767], [3.104, 3.570, -2.934], [1.853, 3.296, -2.388], [1.533, -2.652, -0.472], [1.962, -3.418, -1.559], [3.175, -4.110, -1.511], [3.964, -4.042, -0.359], [3.527, -3.303, 0.750], [2.301, -2.640, 0.706], [1.837, 2.932, 1.264], [1.263, 4.352, 3.221], [-0.820, 5.716, 3.209], [-2.396, 5.589, 1.287], [-1.983, 3.973, -0.559], [-0.167, 2.463, -3.721], [-2.132, 2.537, -5.226], [-4.390, 1.912, -4.377], [-4.676, 1.190, -2.009], [-2.720, 1.150, -0.482], [2.568, 0.271, -0.918], [4.793, 0.784, -1.906], [5.134, 2.891, -3.189], [3.248, 4.497, -3.484], [1.027, 4.004, -2.505], [1.355, -3.469, -2.463], [3.481, -4.684, -2.386], [4.925, -4.564, -0.339], [4.149, -3.248, 1.645], [1.933, -2.119, 1.600], [-2.438, -1.512, 1.137], [-4.240, -3.156, 1.640], [-4.083, -5.489, 0.743], [-2.108, -6.157, -0.642], [-0.320, -4.519, -1.109], [-2.437, -1.941, -2.160], [-2.868, -1.542, -4.553], [-1.016, -0.861, -6.057], [1.254, -0.502, -5.141], [1.710, -0.913, -2.757], [-0.001, 0.366, -7.214], [0.720, 0.278, -6.996], [-0.105, 2.936, 5.214], [0.831, 1.833, 5.178], [2.237, 2.062, 5.283], [0.514, 0.883, 3.815], [0.054, -0.348, 4.110], [-0.229, -1.086, 3.071], [-0.088, -0.575, 5.550], [-0.647, -1.684, 6.213], [-0.876, -1.627, 7.595], [-0.515, -0.485, 8.332], [0.089, 0.603, 7.668], [0.278, 0.547, 6.275], [-0.916, -2.573, 5.643], [-1.357, -2.453, 8.133], [-0.723, -0.434, 9.412], [0.392, 1.494, 8.224]]
}


{
  "formula": "C43H37ClNP2Ru",
  "method": "ωB97M-V/def2-TZVPD",
  "orbital_gap_ev": [7.03, 3.22],
  "total_charge": 3,
  "spin_multiplicity": 5,
  "max_force_ev_per_a": 6.950,
  "elements": ["Ru", "Cl", "P", "P", "C", "C", "C", "C", "C", "C", "C", "C", "C", "C", "C", "H", "H", "H", "H", "H", "C", "C", "C", "C", "C", "H", "H", "H", "H", "H", "C", "C", "C", "C", "C", "H", "H", "H", "H", "H", "C", "C", "C", "C", "C", "H", "H", "H", "H", "H", "C", "C", "C", "C", "C", "H", "H", "H", "H", "H", "C", "C", "C", "C", "C", "H", "H", "H", "H", "H", "H", "H", "N", "C", "C", "C", "C", "C", "C", "C", "H", "H", "H", "H", "H"],
  "coordinates": [[0.540, -0.509, -0.568], [2.747, -0.427, -1.388], [1.405, -1.623, 1.253], [0.146, 1.321, -2.034], [0.116, -2.014, 2.495], [2.673, -0.924, 2.363], [2.077, -3.223, 0.699], [-0.252, 0.851, -3.744], [-1.331, 2.336, -1.562], [1.491, 2.583, -2.209], [-0.424, -3.300, 2.617], [-1.439, -3.532, 3.555], [-1.907, -2.509, 4.366], [-1.345, -1.227, 4.268], [-0.335, -0.987, 3.337], [-0.058, -4.104, 1.997], [-1.863, -4.545, 3.630], [-2.709, -2.697, 5.087], [-1.705, -0.422, 4.900], [0.119, 0.009, 3.282], [1.262, -4.060, -0.124], [1.745, -5.238, -0.643], [3.017, -5.658, -0.301], [3.822, -4.835, 0.529], [3.364, -3.604, 0.993], [0.228, -3.743, -0.385], [1.122, -5.821, -1.295], [3.406, -6.607, -0.659], [4.851, -5.179, 0.811], [3.998, -2.972, 1.576], [2.899, -1.517, 3.621], [3.848, -0.980, 4.493], [4.590, 0.136, 4.117], [4.386, 0.715, 2.855], [3.430, 0.182, 1.975], [2.314, -2.386, 3.926], [3.993, -1.449, 5.469], [5.329, 0.553, 4.808], [4.979, 1.585, 2.564], [3.302, 0.626, 0.996], [-1.221, 3.645, -1.060], [-2.381, 4.341, -0.738], [-3.636, 3.765, -0.895], [-3.744, 2.465, -1.401], [-2.589, 1.763, -1.737], [-0.253, 4.093, -0.925], [-2.295, 5.362, -0.344], [-4.546, 4.320, -0.626], [-4.709, 2.001, -1.517], [-2.682, 0.754, -2.153], [0.186, -0.366, -4.257], [-0.304, -0.838, -5.470], [-1.126, -0.004, -6.253], [-1.453, 1.258, -5.807], [-1.032, 1.701, -4.549], [0.879, -0.994, -3.694], [-0.033, -1.840, -5.803], [-1.483, -0.372, -7.209], [-2.048, 1.926, -6.413], [-1.318, 2.695, -4.185], [1.873, 3.053, -3.471], [2.836, 4.036, -3.584], [3.463, 4.552, -2.427], [3.098, 4.050, -1.175], [2.125, 3.057, -1.059], [1.417, 2.642, -4.372], [3.123, 4.415, -4.559], [4.223, 5.331, -2.519], [3.587, 4.436, -0.277], [1.862, 2.668, -0.080], [0.069, -0.629, -2.128], [0.403, -1.941, -0.467], [-1.002, -0.142, 0.288], [-2.056, -0.054, 0.765], [-3.374, 0.113, 1.372], [-3.515, 1.084, 2.369], [-4.766, 1.306, 2.943], [-5.868, 0.560, 2.519], [-5.732, -0.425, 1.519], [-4.470, -0.648, 0.954], [-2.652, 1.657, 2.686], [-4.884, 2.070, 3.729], [-6.868, 0.737, 2.970], [-6.595, -1.003, 1.193], [-4.341, -1.406, 0.179]]
}